Version 1
96
Properties=species:S:1:pos:R:3 method="wB97M-V/def2-TZVPD" lumo_energy_ev=0.359 molar_mass_da=548.72 multiplicity=1 smiles="NC(N)=O.NC(N)=O.NC(N)=O.CC(C)O.CC(C)O.CC(C)O.CC(C)O.CO.CO.CO.CO" total_charge=0 e_homo_ev=-8.763
C 0.031 -3.319 -3.338
O 0.297 -2.421 -2.295
H 0.484 -2.833 -4.212
H -1.064 -3.260 -3.470
H 0.424 -4.361 -3.338
H 1.157 -1.914 -2.450
C 0.412 -0.300 -0.303
O 0.348 0.233 1.042
H 1.067 -1.116 -0.336
H 0.908 0.442 -0.927
H -0.538 -0.462 -0.822
H 1.192 0.049 1.478
C -2.442 -2.861 -0.159
O -1.471 -3.728 -0.559
H -2.277 -1.865 -0.505
H -2.359 -2.973 0.962
H -3.445 -3.224 -0.412
H -0.855 -3.279 -1.182
C 1.756 2.963 1.859
O 2.961 3.202 1.274
H 1.682 2.122 2.590
H 1.006 2.880 1.143
H 1.470 3.861 2.399
H 2.730 3.826 0.618
C 2.646 -0.697 -3.741
O 2.304 0.547 -3.981
N 2.713 -1.619 -4.691
N 2.785 -1.264 -2.629
H 2.394 -1.422 -5.617
H 3.044 -2.607 -4.496
H 2.979 -0.764 -1.816
H 3.084 -2.245 -2.543
C 3.450 -0.449 0.601
O 3.740 -1.657 0.125
N 2.756 -0.300 1.740
N 3.780 0.700 0.037
H 2.774 -1.117 2.360
H 2.670 0.577 2.195
H 4.421 0.751 -0.820
H 3.454 1.525 0.495
C -2.762 -0.552 1.895
O -1.956 -1.448 2.509
N -2.360 0.206 0.901
N -4.007 -0.328 2.155
H -1.326 0.104 0.820
H -3.044 0.601 0.195
H -4.466 -0.986 2.820
H -4.575 0.472 1.886
C -0.856 2.847 -1.091
C 0.218 3.799 -1.372
C 1.446 3.180 -1.837
O -0.225 4.736 -2.132
H -1.737 3.341 -0.797
H -0.708 2.278 -0.218
H -1.176 2.073 -1.827
H 0.333 4.311 -0.464
H 1.709 2.372 -1.136
H 2.278 3.859 -1.994
H 1.174 2.659 -2.720
H -0.469 4.351 -2.986
C -2.802 2.940 4.029
C -1.499 2.646 3.275
C -0.958 1.358 3.934
O -1.594 2.519 1.990
H -3.495 2.112 3.857
H -3.227 3.824 3.675
H -2.732 2.840 5.124
H -0.899 3.541 3.545
H -0.107 0.949 3.456
H -1.660 0.491 4.038
H -0.613 1.520 4.947
H -1.848 1.612 1.707
C -2.750 -1.314 -3.453
C -2.213 0.129 -3.419
C -0.749 0.209 -3.937
O -2.987 0.970 -4.017
H -2.193 -1.774 -4.282
H -3.775 -1.372 -3.830
H -2.432 -1.925 -2.675
H -2.169 0.348 -2.334
H -0.160 -0.566 -3.537
H -0.326 1.104 -3.553
H -0.708 0.131 -5.019
H -3.817 0.952 -3.555
C 0.683 -1.826 4.111
C 1.658 -2.872 3.559
C 0.975 -3.336 2.200
O 2.815 -2.582 3.085
H 0.792 -0.936 3.552
H 1.179 -1.739 5.066
H -0.290 -2.254 4.205
H 1.679 -3.693 4.263
H 0.823 -2.500 1.569
H 0.133 -3.904 2.318
H 1.798 -3.895 1.703
H 3.507 -3.204 3.518

Version 2
96
Properties=species:S:1:pos:R:3 method="wB97M-V/def2-TZVPD" lumo_energy_ev=-0.162 molar_mass_da=548.72 multiplicity=1 smiles="NC(N)=O.NC(N)=O.NC(N)=O.CC(C)O.CC(C)O.CC(C)O.CC(C)O.CO.CO.CO.CO" total_charge=0 e_homo_ev=-8.966
C 3.217 0.284 1.114
O 2.211 0.153 2.109
H 2.818 -0.035 0.199
H 4.091 -0.331 1.255
H 3.538 1.321 0.913
H 2.176 -0.690 2.500
C -0.860 0.076 0.852
O 0.216 0.241 -0.044
H -1.613 -0.388 0.255
H -1.216 1.014 1.118
H -0.618 -0.510 1.772
H 0.892 0.702 0.450
C -0.593 3.758 0.759
O 0.656 3.184 0.981
H -1.373 3.046 0.408
H -0.657 4.552 0.035
H -0.911 4.282 1.625
H 0.954 2.911 0.095
C -0.256 -2.160 4.894
O 0.434 -1.186 4.216
H -0.265 -2.154 5.967
H 0.039 -3.150 4.532
H -1.355 -2.115 4.650
H 1.325 -1.167 4.589
C -1.099 1.858 4.045
O -1.709 3.000 4.316
N -1.415 0.710 4.599
N -0.093 1.713 3.231
H -2.047 0.683 5.440
H -0.772 -0.111 4.443
H 0.378 0.831 3.005
H 0.014 2.552 2.655
C -4.139 0.951 1.814
O -4.861 1.806 1.041
N -3.768 1.241 2.991
N -3.900 -0.300 1.510
H -3.980 2.165 3.304
H -3.007 0.713 3.448
H -3.574 -1.009 2.152
H -4.240 -0.806 0.609
C 0.671 -0.188 -3.537
O 1.762 0.369 -2.942
N 0.479 -0.203 -4.787
N -0.312 -0.651 -2.852
H 1.235 0.217 -5.357
H -0.336 -0.603 -5.191
H -0.466 -0.635 -1.827
H -1.010 -1.049 -3.424
C 4.444 2.415 -1.326
C 3.090 2.994 -1.121
C 2.747 3.998 -2.278
O 2.107 2.182 -1.159
H 5.128 3.098 -1.857
H 4.261 1.625 -2.023
H 4.941 1.989 -0.460
H 3.011 3.561 -0.194
H 1.734 4.249 -2.286
H 3.060 3.706 -3.261
H 3.349 4.947 -2.166
H 2.308 1.640 -1.922
C -3.013 0.689 -1.914
C -4.372 1.141 -2.310
C -4.678 0.316 -3.526
O -5.308 0.951 -1.531
H -2.427 0.879 -2.772
H -2.979 -0.385 -1.543
H -2.599 1.348 -1.128
H -4.402 2.170 -2.483
H -3.865 0.310 -4.262
H -5.576 0.380 -4.084
H -4.775 -0.740 -3.290
H -5.279 1.501 -0.789
C 2.274 -2.437 -1.571
C 3.769 -1.937 -1.549
C 4.762 -2.897 -2.210
O 4.104 -0.875 -2.113
H 1.673 -1.655 -1.206
H 2.155 -3.301 -0.897
H 1.737 -2.654 -2.503
H 4.001 -1.728 -0.497
H 5.740 -2.499 -1.903
H 4.729 -3.046 -3.311
H 4.538 -3.832 -1.761
H 3.258 -0.467 -2.314
C -1.198 -3.221 1.911
C -0.812 -3.945 0.664
C -0.992 -3.078 -0.613
O 0.319 -4.449 0.506
H -1.028 -3.929 2.646
H -2.177 -2.881 1.692
H -0.442 -2.518 2.044
H -1.377 -4.855 0.508
H -0.877 -3.654 -1.537
H -0.243 -2.275 -0.564
H -1.877 -2.438 -0.630
H 0.392 -5.286 0.962

Which structure wins on stability? version 1 wins.

Version 1
14
Properties=species:S:1:pos:R:3 method="wB97M-V/def2-TZVPD" lumo_energy_ev=1.155 molar_mass_da=62.12 multiplicity=1 smiles=CN.CN total_charge=0 e_homo_ev=-9.265
N 1.956 -3.316 0.646
C 2.604 -4.456 0.044
H 2.085 -3.565 1.633
H 2.641 -2.579 0.446
H 2.572 -4.530 -1.056
H 2.144 -5.364 0.471
H 3.659 -4.413 0.364
N 0.164 5.332 -2.276
C -0.491 4.582 -3.359
H 0.861 4.742 -1.809
H 0.674 6.146 -2.637
H -0.004 3.656 -3.709
H -0.484 5.315 -4.183
H -1.538 4.353 -3.100

Version 2
14
Properties=species:S:1:pos:R:3 method="wB97M-V/def2-TZVPD" lumo_energy_ev=1.201 molar_mass_da=62.12 multiplicity=1 smiles=CN.CN total_charge=0 e_homo_ev=-9.367
N -2.999 -4.145 2.807
C -1.936 -3.180 3.007
H -3.625 -3.773 2.085
H -2.561 -4.979 2.403
H -1.442 -3.442 3.958
H -2.333 -2.154 3.088
H -1.184 -3.204 2.201
N 2.287 3.411 -3.687
C 2.488 3.500 -2.268
H 1.360 3.023 -3.894
H 2.272 4.380 -4.022
H 2.578 2.489 -1.837
H 1.667 4.029 -1.757
H 3.428 4.046 -2.083

Which structure wins on stability? version 2 wins.

Version 1
14
Properties=species:S:1:pos:R:3 method="wB97M-V/def2-TZVPD" lumo_energy_ev=0.374 molar_mass_da=84.91 multiplicity=1 total_charge=0 e_homo_ev=-7.946
B 1.725 0.934 0.053
C 0.241 1.029 -0.265
C -0.499 0.018 0.338
C -1.958 0.080 0.138
N 2.172 -1.190 -0.784
O 2.444 1.711 0.763
H -0.354 1.517 -0.996
H -0.108 -0.821 0.856
H -2.647 0.234 1.045
H -2.213 -0.847 -0.317
H -2.144 0.915 -0.543
H 2.203 -1.763 0.086
H 1.188 -1.329 -1.258
H 3.366 1.526 0.930

Version 2
14
Properties=species:S:1:pos:R:3 method="wB97M-V/def2-TZVPD" lumo_energy_ev=0.711 molar_mass_da=84.91 multiplicity=1 smiles=B[C@H]1CNOC1 total_charge=0 e_homo_ev=-9.545
B 1.346 0.016 -0.736
C -0.505 1.169 -0.130
C -0.777 -1.347 0.330
C 0.380 -0.322 0.442
N -1.819 0.654 -0.162
O -1.702 -0.710 -0.526
H 0.906 -0.452 -1.718
H 2.172 0.763 -0.754
H -0.328 1.881 0.668
H -0.210 1.449 -1.108
H -0.543 -2.193 -0.353
H -1.229 -1.697 1.272
H 0.744 -0.063 1.455
H -2.115 0.656 0.880

Version 3
14
Properties=species:S:1:pos:R:3 method="wB97M-V/def2-TZVPD" lumo_energy_ev=0.798 molar_mass_da=84.91 multiplicity=1 smiles="BONCC=C" total_charge=0 e_homo_ev=-9.782
B 2.630 0.469 -0.490
C -1.937 0.558 -0.647
C -1.804 -0.095 0.493
C -0.383 -0.438 1.037
N 0.627 -0.881 0.109
O 1.364 0.399 -0.728
H 3.233 -0.243 0.108
H 3.016 1.404 -1.252
H -2.807 0.618 -1.259
H -0.943 1.121 -0.936
H -2.566 -0.723 0.966
H -0.670 -1.260 1.789
H 0.062 0.383 1.559
H 0.179 -1.313 -0.750

Which structure wins on stability? version 1 wins.

Version 1
12
Properties=species:S:1:pos:R:3 method="wB97M-V/def2-TZVPD" lumo_energy_ev=0.843 molar_mass_da=108.54 multiplicity=1 total_charge=0 e_homo_ev=-9.448
C -1.340 -1.434 -1.052
C -0.904 0.037 -0.875
C -0.006 0.081 0.132
C 0.735 1.490 0.304
H -2.336 -1.647 -0.490
H -1.372 -1.545 -2.115
H -0.350 -2.184 -0.859
H -1.177 1.028 -1.602
H 0.409 1.838 1.164
H 1.753 1.641 0.090
F -0.228 2.268 -0.456
Cl 0.836 -1.211 0.992

Version 2
12
Properties=species:S:1:pos:R:3 method="wB97M-V/def2-TZVPD" lumo_energy_ev=0.910 molar_mass_da=108.54 multiplicity=1 total_charge=0 e_homo_ev=-10.153
C -0.091 -0.287 -1.692
C 0.128 -0.121 -0.423
C 1.069 -0.948 0.470
C -0.928 1.163 0.657
F -0.250 2.154 1.335
Cl -1.738 0.219 1.885
H -0.886 0.372 -2.173
H 0.448 -1.060 -2.299
H 1.702 -1.545 -0.105
H 1.634 -0.075 1.020
H 0.537 -1.559 1.249
H -1.626 1.687 0.076

Version 3
12
Properties=species:S:1:pos:R:3 method="wB97M-V/def2-TZVPD" lumo_energy_ev="-0.182 / -0.285" molar_mass_da=108.54 multiplicity=1 total_charge=0 e_homo_ev="-9.008 / -8.454"
C -0.293 -1.491 -0.882
C -0.993 -0.324 0.523
C 1.093 0.823 -0.164
C 0.006 0.666 0.873
F -1.368 -2.118 -1.518
Cl -2.612 0.153 0.406
H 0.385 -2.273 -0.645
H 1.741 1.618 -0.003
H 0.452 0.798 -1.069
H 1.804 -0.083 -0.350
H -0.504 1.671 0.851
H 0.289 0.560 1.976

Which structure wins on stability? version 2 wins.

Version 1
15
Properties=species:S:1:pos:R:3 method="wB97M-V/def2-TZVPD" lumo_energy_ev=-5.559 molar_mass_da=94.14 multiplicity=1 total_charge=+1 e_homo_ev=-13.979
C -1.175 0.673 -0.966
C -0.923 1.575 -0.015
C -0.826 -0.660 -1.051
C -0.476 -1.817 -1.511
C 1.614 -0.605 1.199
C 0.108 1.182 1.026
N 0.662 -0.058 0.629
H -1.749 1.072 -1.934
H -1.330 2.507 -0.157
H 0.364 -2.478 -1.258
H -0.970 -2.590 -2.252
H 2.129 -0.206 2.183
H 2.026 -1.603 1.117
H 1.073 1.833 1.016
H -0.528 1.175 1.973

Version 2
15
Properties=species:S:1:pos:R:3 method="wB97M-V/def2-TZVPD" lumo_energy_ev=-6.783 molar_mass_da=94.14 multiplicity=1 total_charge=+1 e_homo_ev=-14.325
C 1.934 -0.677 -0.064
C 2.135 0.691 0.061
C -0.114 0.289 0.115
C 0.520 -1.082 -0.074
C 0.873 1.290 0.025
C -2.537 0.058 0.051
N -1.354 0.726 -0.026
H 2.837 -1.363 0.010
H 3.111 1.179 0.213
H 0.368 -1.527 -1.178
H 0.414 -1.825 0.732
H 0.672 2.366 -0.124
H -3.090 0.207 -0.957
H -3.342 0.693 0.733
H -2.426 -1.026 0.484

Which structure wins on stability? version 2 wins.

Version 1
15
Properties=species:S:1:pos:R:3 method="wB97M-V/def2-TZVPD" lumo_energy_ev=-4.093 molar_mass_da=94.14 multiplicity=1 total_charge=+1 e_homo_ev=-15.859
C 0.901 -1.710 -0.026
C 0.323 1.489 -0.052
C 1.519 0.529 0.033
C 0.671 -0.494 0.783
C 0.784 -0.471 -0.805
C -1.937 0.023 -0.034
N -0.384 0.131 -0.139
H 1.952 -2.098 -0.075
H 0.147 -2.562 0.003
H 0.110 2.050 0.899
H 0.091 2.010 -0.918
H 2.526 0.995 0.153
H -2.318 -0.912 -0.259
H -2.010 0.250 1.047
H -2.377 0.769 -0.609

Version 2
15
Properties=species:S:1:pos:R:3 method="wB97M-V/def2-TZVPD" lumo_energy_ev=-7.189 molar_mass_da=94.14 multiplicity=1 total_charge=+1 e_homo_ev=-12.957
C -0.929 -1.295 1.341
C -1.136 -1.683 0.080
C 0.426 0.999 0.639
C 0.211 -0.087 -1.412
C 0.349 -0.621 0.862
C 0.572 1.268 -0.792
N 0.083 -1.192 -0.443
H -1.639 -1.108 2.131
H -1.807 -2.278 -0.457
H -0.636 1.285 0.841
H 1.004 1.634 1.463
H -0.717 0.007 -1.904
H 1.029 -0.455 -2.103
H 1.329 -0.959 1.312
H 0.793 2.206 -1.441

Which structure wins on stability? version 2 wins.

Version 1
17
Properties=species:S:1:pos:R:3 method="wB97M-V/def2-TZVPD" lumo_energy_ev=1.123 molar_mass_da=102.14 multiplicity=1 smiles=CN(N)[C@]1(N)CN1 total_charge=0 e_homo_ev=-6.915
C -0.764 0.798 1.472
C -1.242 -0.406 -1.371
N -0.069 -0.630 -0.503
C 0.302 0.378 0.499
N 0.888 -1.600 -0.909
N 1.663 0.313 0.867
N -0.219 1.666 0.330
H 1.212 -2.081 -0.066
H 0.431 -2.297 -1.502
H 2.292 -0.061 0.162
H 2.030 0.923 1.585
H 0.422 2.447 0.428
H -1.796 0.539 1.289
H -0.509 1.076 2.484
H -2.143 -0.379 -0.755
H -1.139 0.535 -1.917
H -1.358 -1.221 -2.092

Version 2
17
Properties=species:S:1:pos:R:3 method="wB97M-V/def2-TZVPD" lumo_energy_ev=0.851 molar_mass_da=102.14 multiplicity=1 total_charge=0 e_homo_ev=-7.914
C -1.754 0.793 -0.614
C 0.619 1.009 2.052
N -0.474 -0.623 -0.896
C 0.433 -0.267 0.031
N -0.027 -1.451 -1.954
N 1.519 -1.074 0.260
N 0.091 0.788 0.721
H -0.805 -2.026 -2.260
H 0.261 -0.887 -2.753
H 2.346 -0.617 0.608
H 1.650 -1.744 -0.489
H -1.625 1.841 -0.366
H -2.419 0.263 0.058
H -2.079 0.715 -1.646
H 1.665 1.346 2.029
H 0.553 0.121 2.695
H 0.047 1.814 2.523

Which structure wins on stability? version 1 wins.

Version 1
17
Properties=species:S:1:pos:R:3 method="wB97M-V/def2-TZVPD" lumo_energy_ev=0.952 molar_mass_da=102.14 multiplicity=1 total_charge=0 e_homo_ev=-8.754
C -0.085 -0.116 -0.664
C 1.071 -0.807 -1.360
N 0.298 0.430 0.605
N 1.095 -0.437 1.389
N -1.233 -1.083 -0.469
C -0.377 1.469 1.192
N -1.248 2.252 0.725
H -0.579 0.657 -1.294
H 0.502 -1.118 1.869
H 1.594 0.115 2.082
H -2.069 -0.602 -0.150
H -1.447 -1.568 -1.333
H -1.495 2.095 -0.245
H -0.087 1.626 2.232
H 0.776 -1.112 -2.361
H 1.368 -1.675 -0.786
H 1.916 -0.127 -1.431

Version 2
17
Properties=species:S:1:pos:R:3 method="wB97M-V/def2-TZVPD" lumo_energy_ev=0.947 molar_mass_da=102.14 multiplicity=1 smiles="C=N[C@H](N)CNN" total_charge=0 e_homo_ev=-8.524
C -0.186 0.538 0.077
C 0.501 -0.736 -0.454
N 0.979 -1.715 0.610
N -0.042 -2.032 1.575
N 0.433 1.131 1.236
C -0.934 1.428 -1.995
N -0.086 1.571 -1.046
H 1.786 -1.302 1.089
H -1.235 0.330 0.318
H -0.888 -2.393 1.135
H -0.307 -1.196 2.112
H 1.401 1.336 0.996
H -0.001 2.041 1.376
H 1.389 -0.477 -1.040
H -0.184 -1.280 -1.114
H -0.969 2.161 -2.818
H -1.657 0.594 -2.057

Version 3
17
Properties=species:S:1:pos:R:3 method="wB97M-V/def2-TZVPD" lumo_energy_ev=0.494 molar_mass_da=102.14 multiplicity=1 total_charge=0 e_homo_ev=-9.104
C 0.118 1.186 -0.183
C 1.650 -0.824 -0.555
C 0.353 -0.336 0.071
N -3.338 0.957 1.048
N -3.132 2.108 0.594
N -1.710 -1.492 -0.197
N -0.717 -0.996 -0.692
H 1.032 1.593 -0.058
H -0.342 1.286 -1.166
H -0.461 1.775 0.602
H 1.823 -1.771 -0.184
H 2.608 -0.279 -0.252
H 1.522 -0.738 -1.724
H 0.427 -0.427 1.115
H -3.016 0.343 0.353
H -3.256 2.969 1.174
H -1.850 -1.376 0.844

Which structure wins on stability? version 1 wins.